Below is a cluster of 2 separate species, C4H5N4 in total, with properties calculated with wB97M-V/def2-TZVPD.

Values from the calculation:
F_max ... 0.1410 hartree/bohr
Frontier orbital gap (spin up / spin down) ... 7.29 / 7.29 eV
Net charge ... +1
DFT total energy ... -10175.571 eV
ΔE to the lowest compared entry with this formula, charge and spin ... 130.5 kcal per mole

Last column: Mulliken charge in e.
Cartesian coordinates (Å):
C: 2.09389 -0.16303 -0.05570  0.171
C: -2.33414 0.33526 -0.19339  -0.201
C: -1.51220 -0.66194 0.30633  -0.159
C: 0.94350 -0.75290 0.37991  0.038
N: 2.86461 0.29151 -0.94601  -0.441
N: -1.65860 1.43531 -0.48511  -0.614
N: -0.41978 1.13439 -0.28992  0.155
N: -0.22287 -0.17528 0.26332  0.226
H: -3.45284 0.21557 -0.15210  0.367
H: -1.83964 -1.53539 0.84369  0.404
H: 1.28404 -1.59614 1.11787  0.246
H: 3.89772 -0.44956 -0.41663  0.490
H: 0.35632 1.92219 -0.37226  0.317

=====

Below is a structure of composition C14H24F18N3O16S6Zr, with properties calculated with wB97M-V/def2-TZVPD.

Values from the calculation:
F_max ... 0.0710 hartree/bohr
Frontier orbital gap ... 6.66 eV
Net charge ... +1
DFT total energy ... -167333.441 eV

Last column: Mulliken charge in e.
Cartesian coordinates (Å):
Zr: -1.56572 -0.07997 -1.13758  2.166
C: -4.37691 3.22596 -1.90079  0.704
F: -5.64259 2.94634 -1.83680  -0.135
F: -4.14925 4.25453 -2.69001  -0.150
F: -3.89151 3.42956 -0.69331  -0.176
S: -3.33525 1.82575 -2.66091  0.806
O: -3.41323 1.83108 -4.06243  -0.624
O: -2.03274 1.93615 -1.97609  -0.594
N: -3.54711 0.31250 -1.85231  -0.191
S: -5.02147 -0.37030 -2.18616  0.729
O: -5.83074 0.45242 -3.01849  -0.578
O: -4.78061 -1.73698 -2.52815  -0.613
C: -5.88894 -0.37821 -0.51449  0.674
F: -4.99553 -0.54213 0.45976  -0.182
F: -6.55433 0.74324 -0.36523  -0.194
F: -6.73253 -1.39221 -0.50953  -0.204
C: 1.26463 1.48041 1.78857  0.633
F: 1.23422 2.69670 1.29669  -0.125
F: 2.43892 1.27190 2.33089  -0.163
F: 0.29908 1.28676 2.65009  -0.158
S: 1.08589 0.20514 0.39109  -0.728
O: 2.26502 -0.48013 0.04038  -0.336
O: -0.06186 -0.69405 0.64656  -0.134
N: 0.25925 0.96872 -0.92782  0.429
S: 1.50222 1.67595 -1.78761  0.609
O: 2.60244 2.01827 -0.94266  -0.448
O: 1.76578 1.03870 -3.03561  -0.557
C: 0.79058 3.32299 -2.33390  0.605
F: -0.13110 3.16727 -3.26017  -0.181
F: 0.26506 3.96138 -1.28043  -0.220
F: 1.79430 4.02017 -2.82171  -0.187
C: -2.32447 -1.65913 -5.00473  0.710
F: -2.86487 -2.61802 -4.25729  -0.204
F: -1.89577 -2.12115 -6.14421  -0.171
F: -3.21958 -0.70765 -5.13975  -0.153
S: -0.80480 -0.99735 -4.08632  0.794
O: 0.39189 -1.40990 -4.70713  -0.480
O: -0.99955 0.41340 -3.86406  -0.186
N: -0.90903 -1.53816 -2.42740  -0.166
S: -0.44716 -3.16325 -2.38251  0.558
O: -1.09873 -3.76750 -1.26813  -0.512
O: -0.53664 -3.79550 -3.65362  -0.557
C: 1.39681 -3.11544 -1.97565  0.812
F: 1.90877 -1.96715 -2.35725  -0.151
F: 1.49532 -3.25757 -0.65533  -0.216
F: 1.96891 -4.14197 -2.54004  -0.208
C: 3.67181 -3.60892 2.94281  -1.402
C: 2.57717 -2.99900 2.08678  0.108
O: 1.90172 -1.91216 2.72463  -0.377
H: 4.26823 -2.80642 3.38795  0.347
H: 4.40864 -4.11832 2.32028  0.366
H: 3.25724 -4.24195 3.72276  0.365
H: 1.81845 -3.75912 1.85481  0.199
H: 2.95308 -2.68237 1.12030  0.224
H: 1.40677 -2.27701 3.46389  0.247
C: -1.88644 -3.42330 1.55126  -1.127
C: -2.63724 -2.14440 1.23146  -0.420
O: -2.59533 -1.81940 -0.20151  0.054
H: -2.04186 -3.65698 2.60601  0.500
H: -0.80970 -3.26907 1.45424  0.057
H: -2.16966 -4.26050 0.92189  0.394
H: -2.21416 -1.31373 1.78818  0.380
H: -3.66198 -2.32971 1.54879  0.458
H: -3.17402 -2.45482 -0.65644  0.198
C: 6.65648 -0.00428 0.28252  -1.265
C: 5.59314 0.58900 1.17185  0.539
O: 5.60952 2.02557 0.98863  -0.546
H: 7.53765 0.63178 0.28810  0.370
H: 6.28717 0.03619 -0.74681  0.287
H: 6.87485 -1.03887 0.53629  0.331
H: 5.80727 0.44093 2.23804  0.363
H: 4.55461 0.30194 1.01034  -0.284
H: 5.44182 2.48847 1.81053  0.270
C: 1.28716 4.16364 5.12325  -0.962
C: -0.13107 4.23077 4.58298  0.133
O: -0.96529 5.14337 5.26343  -0.557
H: 1.24151 3.62101 6.07346  0.305
H: 1.79780 5.10624 5.30468  0.345
H: 1.90778 3.53413 4.48211  0.181
H: -0.55135 3.22299 4.70473  0.104
H: -0.08784 4.48389 3.51472  0.158
H: -1.61100 5.54882 4.68460  0.309

=====

Below is a cluster of 9 separate species, C30H52O27 in total, with properties calculated with wB97M-V/def2-TZVPD.

Values from the calculation:
F_max ... 0.1395 hartree/bohr
Multiplicity ... 2
Frontier orbital gap (spin up / spin down) ... 10.10 / 2.64 eV
Net charge ... +1
DFT total energy ... -87221.783 eV

Last column: Mulliken charge in e.
Cartesian coordinates (Å):
C: 2.10701 -10.53052 -14.01217  0.144
C: 3.43376 -10.16197 -14.63089  -0.197
O: 3.61932 -11.23657 -15.50890  -0.361
C: 2.59469 -12.14623 -15.44820  0.777
O: 2.57830 -13.22446 -16.09198  -0.555
O: 1.73342 -11.73568 -14.61097  -0.248
H: 1.38009 -9.73967 -14.19716  -0.251
H: 2.15397 -10.53757 -12.92321  0.402
H: 4.13151 -10.30231 -13.80534  0.328
H: 3.42339 -9.17348 -15.09011  0.225
C: -0.67354 -6.86198 -13.54905  0.259
C: -0.83807 -6.67533 -12.02592  -0.309
O: -1.00766 -8.00826 -11.69270  -0.364
C: -1.31037 -8.79728 -12.69799  0.492
O: -1.49197 -10.00965 -12.64877  -0.584
O: -1.35239 -8.08636 -13.82678  -0.024
H: 0.30203 -6.98556 -14.01924  0.170
H: -1.23097 -6.07215 -14.05259  -0.214
H: -1.61611 -5.93202 -11.85203  0.293
H: 0.01959 -6.28118 -11.48079  0.296
C: 0.45021 -6.68587 -17.80785  0.910
C: -0.61169 -7.37663 -18.69618  0.784
O: -0.55129 -8.71506 -18.28164  -0.370
C: 0.09972 -8.85394 -17.15875  0.783
O: 0.22216 -9.87271 -16.46128  -0.639
O: 0.54804 -7.62893 -16.81297  -0.484
H: 0.10033 -5.69736 -17.51033  -0.172
H: 1.40062 -6.47064 -18.29623  -0.270
H: -0.32011 -7.29834 -19.74354  0.134
H: -1.56642 -6.85072 -18.69837  -0.491
C: -0.19880 -4.38338 -24.37898  -1.068
C: 1.14530 -4.36126 -23.50950  0.354
C: 1.27718 -3.49159 -22.27425  -0.461
O: 1.33390 -4.40337 -21.19499  -0.192
C: 1.47467 -5.60135 -21.64636  0.759
O: 1.63957 -6.57293 -20.90766  -0.720
O: 1.30904 -5.62576 -22.92269  -0.384
H: -0.90948 -4.16689 -23.58138  0.110
H: -0.37147 -5.33505 -24.88157  0.312
H: -0.16184 -3.63162 -25.16739  0.381
H: 1.93328 -4.10336 -24.21709  0.234
H: 0.58660 -2.68051 -22.04327  0.442
H: 2.23407 -3.00434 -22.46148  0.246
C: 2.20809 -12.90453 -23.38400  -0.682
O: 2.43332 -12.14998 -22.16283  -0.285
C: 1.79214 -12.44318 -21.03764  0.749
O: 0.92096 -13.27921 -20.83538  -0.452
O: 2.37602 -11.79044 -20.05300  -0.125
C: 1.88489 -11.81285 -18.76708  -0.587
H: 3.00103 -12.84599 -24.12960  0.277
H: 1.54020 -12.28341 -23.98085  0.307
H: 1.84281 -13.91397 -23.19501  0.331
H: 0.88236 -11.43704 -18.56263  0.352
H: 2.58772 -11.36635 -18.06367  0.302
H: 1.71756 -12.82942 -18.41115  0.477
C: 4.61003 -5.45174 -23.75694  -0.855
O: 4.46914 -4.52848 -22.67092  -0.295
C: 5.05562 -4.81729 -21.54016  0.889
O: 5.95226 -5.64997 -21.48129  -0.612
O: 4.56134 -4.11684 -20.54573  -0.287
C: 4.78190 -4.58794 -19.18306  -0.463
H: 4.00411 -6.35235 -23.65763  0.311
H: 5.66764 -5.67622 -23.89546  0.412
H: 4.25736 -5.03303 -24.69949  0.280
H: 5.69065 -5.18852 -19.14324  0.378
H: 3.91427 -5.14348 -18.82711  0.015
H: 4.82993 -3.70694 -18.54304  0.252
C: -3.27090 -7.94111 -16.73063  -0.763
O: -3.60832 -7.50412 -18.09958  -0.042
C: -4.85885 -7.36223 -18.43314  0.552
O: -5.93418 -7.64343 -17.79465  -0.645
O: -4.79127 -6.97094 -19.72279  -0.327
C: -5.81577 -6.25018 -20.27429  -0.481
H: -4.03292 -7.69619 -15.99074  0.444
H: -2.41849 -7.36646 -16.36833  0.039
H: -3.15170 -9.02415 -16.76082  0.444
H: -5.54183 -6.05603 -21.31129  0.258
H: -5.81891 -5.26774 -19.80216  0.077
H: -6.84370 -6.54755 -20.06691  0.360
C: -5.20705 -4.75415 -15.88534  -1.254
C: -4.64456 -4.09013 -17.18134  0.552
O: -3.53972 -3.18910 -17.02513  -0.389
C: -2.31907 -3.59161 -16.80083  0.556
O: -1.89213 -4.77754 -16.96186  -0.119
O: -1.62213 -2.47205 -16.63036  -0.343
C: -0.21210 -2.39289 -16.68564  -0.565
H: -4.38957 -5.18415 -15.30662  0.106
H: -5.90298 -5.54775 -16.15731  0.372
H: -5.71281 -4.09265 -15.18197  0.398
H: -5.43235 -3.53149 -17.68671  0.380
H: -4.34399 -4.88353 -17.86566  -0.460
H: 0.14977 -2.72727 -17.65793  0.120
H: 0.37813 -3.10723 -16.11166  0.274
H: 0.31835 -1.45103 -16.54546  0.335
C: -2.74131 -3.90257 -20.63751  0.210
C: -3.34536 -2.52087 -20.20337  -0.599
O: -4.72439 -2.72965 -20.26879  -0.187
C: -5.60961 -1.86794 -20.15181  0.878
O: -5.46781 -0.70981 -19.73064  -0.661
O: -6.74057 -2.29722 -20.70738  -0.301
C: -7.80434 -1.41440 -21.10859  -0.739
H: -2.92355 -4.53428 -19.76813  -0.464
H: -1.69061 -3.85770 -20.92408  -0.166
H: -3.34140 -4.29049 -21.46062  0.380
H: -3.16160 -1.67246 -20.86256  0.469
H: -3.00278 -2.16852 -19.23045  0.278
H: -7.65330 -0.48021 -20.56767  0.373
H: -8.70762 -1.84019 -20.67168  0.243
H: -8.02048 -1.39336 -22.17673  0.240

=====

Q: net charge of number 2 (C14H24F18N3O16S6Zr)?
A: +1

=====

Q: Among the records above, which one has the lowest F_max?
A: C14H24F18N3O16S6Zr

=====

Q: Look up the net charge of the third one.
A: +1